Density functional theory data (ωB97M-V/def2-TZVPD) for a structure of composition C49H46AgIN6O3Te in a non-equilibrium geometry.

- total charge = -1
- energy above the lowest of the compared OMol25 structures with the same formula, charge and spin (kcal per mole) = 11.86
- LUMO energy (spin up / spin down) (Eh) = 0.0762 / 0.0703
- multiplicity = 2

Geometry (Å):
I (-2.2756, -2.9180, 0.8002)
Te (1.7214, 0.4675, 1.2529)
Ag (-0.8092, -1.3903, -1.1069)
O (-4.5782, 2.6248, -3.6794)
O (-0.0750, -0.6242, -3.0734)
O (0.9977, -3.2467, -0.9193)
N (-0.5017, 1.7168, -5.6948)
N (1.1356, -1.2511, 0.0757)
N (-1.3256, -3.6220, -3.0032)
N (-2.9364, -0.8218, -1.7802)
N (-1.1203, 1.3684, -0.3131)
N (-0.6484, -5.4351, -1.7326)
C (-3.2949, 3.5702, 1.3195)
C (4.2593, 1.6537, 2.9606)
C (-2.1274, 5.9671, 0.5392)
C (0.8654, -2.6238, 5.0259)
C (-2.0798, 0.5699, -3.6486)
C (-2.9273, 0.2336, -2.5374)
C (4.0847, -2.0095, 0.4601)
C (-1.8360, 1.9341, -5.6291)
C (0.6853, 2.7918, 3.6248)
C (2.1793, 2.5981, 3.6943)
C (4.9274, 2.4040, 3.9267)
C (-3.1576, 5.9670, 1.4706)
C (4.2460, 3.2462, 4.7908)
C (2.8699, 3.3381, 4.6510)
C (-1.6660, 4.7784, 0.0073)
C (2.8640, 1.7174, 2.8440)
C (1.6979, -2.3236, -0.4260)
C (0.0482, 0.9283, -4.8098)
C (-4.1104, 1.7297, -4.6949)
C (-4.0035, -1.8341, 0.1999)
C (-1.2159, -0.1671, 3.0534)
C (5.4465, -2.2527, 0.3554)
C (4.9686, 4.0494, 5.8412)
C (-0.0136, -0.9525, 3.4968)
C (-2.6339, 1.4348, -4.6367)
C (2.1295, -2.4532, 4.4868)
C (-1.5346, -3.0824, -4.1998)
C (-0.7872, -4.8470, -2.9640)
C (-6.3247, -1.4175, 0.7051)
C (1.2632, -0.7901, 2.9408)
C (-1.6732, 2.3423, -0.0474)
C (1.5274, 0.6924, -4.8875)
C (-4.0310, -1.0001, -0.9321)
C (-0.6907, 0.2164, -3.7770)
C (-0.4419, -5.5488, -4.1327)
C (-2.2375, 3.5661, 0.4061)
C (-6.4054, -0.6334, -0.4356)
C (-3.7418, 4.7651, 1.8501)
C (2.3164, -1.5356, 3.4668)
C (5.0546, -3.5287, -1.6380)
C (-0.1844, -1.8668, 4.5372)
C (3.6935, -3.3013, -1.5160)
C (-0.6373, -4.9509, -5.3570)
C (-5.1160, -2.0213, 1.0068)
C (5.0971, 0.7814, 2.0552)
C (-5.2926, -0.4361, -1.2267)
C (5.9358, -3.0061, -0.7008)
C (3.1950, -2.5270, -0.4697)
C (-1.2089, -3.6841, -5.4027)
H (-3.6628, 1.0113, -2.3214)
H (2.3110, 4.0099, 5.2987)
H (-7.3450, -0.1758, -0.7200)
H (-0.0008, -6.5351, -4.0493)
H (2.0308, 1.2257, -4.0762)
H (5.4322, -4.1155, -2.4669)
H (-5.4038, 0.1629, -2.1203)
H (3.6959, -1.4131, 1.2662)
H (0.2762, 2.3495, 2.7216)
H (-5.0281, -2.6465, 1.8850)
H (-3.5057, 6.8961, 1.9020)
H (-0.8531, 4.7681, -0.7066)
H (1.7406, -0.3678, -4.7530)
H (-7.1836, -1.5803, 1.3428)
H (0.6974, -3.3366, 5.8242)
H (-1.6730, 6.9013, 0.2356)
H (-0.3352, -5.4555, -6.2670)
H (-2.1325, -0.7408, 3.1930)
H (-3.9587, 3.3609, -3.6374)
H (-4.3412, 2.1473, -5.6811)
H (-2.2556, 2.5368, -6.4293)
H (-1.1246, 0.1021, 2.0088)
H (-4.6912, 0.8136, -4.5712)
H (4.6380, 0.6792, 1.0746)
H (2.9873, -3.7127, -2.2252)
H (7.0001, -3.1858, -0.7969)
H (-1.1762, -1.9938, 4.9578)
H (0.4318, 3.8553, 3.6357)
H (6.0479, 3.9286, 5.7491)
H (0.0076, -6.1971, -1.7022)
H (6.0964, 1.2027, 1.9322)
H (-1.9933, -2.1000, -4.1932)
H (6.1306, -1.8521, 1.0943)
H (5.2107, -0.2192, 2.4826)
H (-4.5432, 4.7616, 2.5775)
H (4.6716, 3.7290, 6.8421)
H (-1.3032, 0.7503, 3.6411)
H (-3.7439, 2.6299, 1.6130)
H (-1.3891, -3.1824, -6.3436)
H (3.3174, -1.4029, 3.0804)
H (-0.4685, -4.7442, -1.0160)
H (0.2022, 2.3290, 4.4892)
H (2.9670, -3.0323, 4.8565)
H (1.9121, 1.0448, -5.8416)
H (4.7321, 5.1113, 5.7489)
H (6.0096, 2.3317, 3.9931)


Density functional theory data (ωB97M-V/def2-TZVPD) for a structure of composition C30H39N9O6STi in a non-equilibrium geometry.

- total charge = +2
- energy above the lowest of the compared OMol25 structures with the same formula, charge and spin (kcal per mole) = 13.94
- LUMO energy (spin up / spin down) (Eh) = -0.2183 / -0.2185
- multiplicity = 3

Geometry (Å):
Ti (0.5334, -0.0270, -0.0900)
S (1.6960, 2.2831, -3.9810)
O (0.4402, 1.5603, -4.0204)
O (5.6660, 0.6134, -1.8481)
O (5.3697, 0.5996, -3.9934)
O (-2.5572, 4.7787, -3.9744)
O (2.4310, 2.2784, -2.7292)
O (-0.4524, 5.6201, -3.7405)
N (1.6858, 0.0370, 5.3240)
N (2.7602, -0.3728, -3.6161)
N (1.1048, -1.7580, 1.3354)
N (1.8810, -0.9229, -1.6805)
N (-0.1638, 1.5764, -1.0836)
N (1.9345, 1.5401, 0.5090)
N (-0.8012, 0.6453, 1.7068)
N (-1.2469, -0.8557, -1.0610)
N (5.0174, 0.3906, -2.8490)
C (-1.2512, 1.4336, -1.8625)
C (0.9834, -0.3070, 4.0189)
C (0.3426, -2.2267, 2.5178)
C (3.0329, 1.4606, 1.2730)
C (-3.4847, -1.5177, -2.5860)
C (0.4804, 2.7506, -0.9879)
C (-2.8680, -2.4714, -1.7870)
C (-1.0291, 3.7016, -2.5632)
C (0.4862, 4.1066, -5.6597)
C (3.8964, 2.5132, 1.4865)
C (-1.8485, 0.0710, -1.8490)
C (-1.4061, 4.8438, -3.5397)
C (3.6050, 3.7327, 0.8873)
C (0.0810, 3.8319, -1.7409)
C (3.1678, -0.5111, -1.4568)
C (2.7707, 1.5198, -5.2074)
C (2.7995, -0.0052, -5.0297)
C (-1.7351, 2.5055, -2.5865)
C (1.0820, -1.8086, 3.7927)
C (2.4780, 3.8354, 0.0952)
C (3.7158, -0.1688, -2.6418)
C (1.4495, 3.9576, -4.4930)
C (1.6688, 2.7214, -0.0935)
C (-1.0940, -1.6958, 2.5377)
C (-0.4609, 0.1581, 4.1118)
C (1.6764, -0.8695, -2.9943)
C (-2.9654, -0.2372, -2.6174)
C (0.4553, -1.3271, -3.7036)
C (-1.7635, -2.0944, -1.0534)
C (-1.2391, -0.2032, 2.8435)
H (-4.3531, -1.7697, -3.1792)
H (-0.4654, 1.5410, 2.0541)
H (-0.4878, 3.6930, -5.4068)
H (-1.6277, -2.2482, 3.3160)
H (-3.4145, 0.5220, -3.2403)
H (-2.2921, -0.0057, 3.0518)
H (0.3007, -3.3186, 2.5111)
H (0.7208, -2.0132, -4.5089)
H (1.0490, 4.4502, -3.5966)
H (1.2609, -0.4660, 6.1090)
H (1.9245, -0.4488, -5.4943)
H (2.6776, -0.2136, 5.3001)
H (2.1259, -2.1342, 3.7467)
H (2.0620, -2.1018, 1.3852)
H (2.3756, 1.7448, -6.1984)
H (3.7571, 1.9707, -5.1065)
H (4.2563, 4.5851, 1.0241)
H (2.4460, 4.3551, -4.6962)
H (-0.5183, 1.2363, 4.2893)
H (0.3541, 5.1678, -5.8606)
H (-1.6180, 0.8875, 1.1489)
H (4.7850, 2.3765, 2.0865)
H (1.6210, 1.0375, 5.5309)
H (3.6366, -0.4746, -0.4909)
H (0.8551, 3.6311, -6.5693)
H (-0.0831, -0.4804, -4.1283)
H (1.5257, 0.2456, 3.2500)
H (3.2407, 0.4839, 1.7015)
H (-3.2273, -3.4892, -1.7382)
H (-1.6028, -1.9292, 1.6020)
H (0.7315, -2.2331, 0.5085)
H (-1.2487, -2.8323, -0.4467)
H (-0.9440, -0.3354, 4.9615)
H (0.6189, -2.3293, 4.6373)
H (2.2351, 4.7646, -0.3980)
H (-0.1832, -1.8654, -3.0110)
H (0.6176, 4.7706, -1.7776)
H (3.6875, -0.4259, -5.4920)
H (-2.6134, 2.4723, -3.2177)


Density functional theory data (ωB97M-V/def2-TZVPD) for the ion CH3O4S2 with charge -1 in a non-equilibrium geometry.

- total charge = -1
- energy above the lowest of the compared OMol25 structures with the same formula, charge and spin (kcal per mole) = 10.92
- LUMO energy (Eh) = 0.1222
- multiplicity = 1

Geometry (Å):
S (-1.3574, -0.0303, -0.1127)
S (1.1942, 1.5815, 0.2080)
O (-2.0036, -0.9153, -1.0403)
O (1.0373, -1.0731, 0.2624)
O (-1.7309, 1.3469, -0.2285)
O (-1.2985, -0.5563, 1.2762)
C (0.5672, -0.0282, -0.5087)
H (2.2217, 0.8641, 0.4906)
H (0.5267, -1.0616, 1.1241)
H (0.8433, -0.1277, -1.4712)


Density functional theory data (ωB97M-V/def2-TZVPD) for a structure of composition C22H19AuCl5N2O3S2 in a non-equilibrium geometry.

- total charge = +1
- energy above the lowest of the compared OMol25 structures with the same formula, charge and spin (kcal per mole) = 0.00
- LUMO energy (Eh) = -0.1463
- multiplicity = 1

Geometry (Å):
Au (-0.3354, 0.1541, -0.5099)
Cl (0.4087, 6.8579, -2.0927)
Cl (-1.2516, 4.6869, 2.5498)
Cl (-0.7946, 1.8613, 1.4176)
Cl (-0.6420, 7.2141, 0.8224)
Cl (0.8276, 3.9871, -3.2614)
S (-4.9763, -4.3556, 1.0940)
S (2.9123, -1.1406, 0.5283)
O (0.1748, 1.8866, -1.4747)
O (0.7426, -1.8348, -2.0445)
O (1.6774, -0.3096, 0.8130)
N (-1.7066, -1.3652, 0.0369)
N (-7.0423, -4.4593, -2.9811)
C (0.1559, -0.8406, -2.2407)
C (-5.3932, -5.3103, -1.4662)
C (5.1728, 0.2501, -0.0399)
C (-3.8933, -1.8203, 0.8569)
C (-3.6968, -3.1862, 0.6826)
C (-2.8846, -0.9424, 0.5220)
C (4.8427, 0.4962, 1.4275)
C (-1.4977, -2.6777, -0.1100)
C (4.0643, -0.7370, 1.8682)
C (0.2569, 4.2117, -1.6562)
C (-0.4053, 5.6453, 0.1731)
C (-2.4649, -3.6125, 0.2017)
C (3.8604, -0.1747, -0.6952)
C (-0.2914, -0.1574, -3.4822)
C (-6.8284, -3.5273, -0.7845)
C (-7.4189, -3.6009, -2.0388)
C (-0.0156, 3.0555, -0.8969)
C (-0.6792, 4.5236, 0.9427)
C (0.0664, 5.4806, -1.1340)
C (-6.0535, -5.2975, -2.6873)
C (-5.7847, -4.3950, -0.5005)
C (-0.4838, 3.2540, 0.4003)
H (0.0614, -0.7368, -4.3326)
H (3.2092, 0.6834, -0.8792)
H (-3.0109, 0.1256, 0.6396)
H (-4.6042, -6.0241, -1.2725)
H (-7.1830, -2.8187, -0.0485)
H (3.4451, -0.6161, 2.7557)
H (3.9723, -0.7524, -1.6103)
H (-8.2371, -2.9362, -2.2917)
H (5.5839, 1.1279, -0.5372)
H (5.9125, -0.5491, -0.1257)
H (-1.3810, -0.1058, -3.4644)
H (-2.2544, -4.6647, 0.0734)
H (-5.7716, -6.0009, -3.4626)
H (-0.5238, -2.9773, -0.4715)
H (4.2186, 1.3857, 1.5350)
H (0.0826, 0.8667, -3.4822)
H (5.7340, 0.6378, 2.0372)
H (4.7130, -1.6048, 2.0023)
H (-4.8259, -1.4390, 1.2478)


Density functional theory data (ωB97M-V/def2-TZVPD) for a cluster of 3 separate species, C19H37BrFNO5P in total in a non-equilibrium geometry.

- total charge = -1
- energy above the lowest of the compared OMol25 structures with the same formula, charge and spin (kcal per mole) = 0.00
- LUMO energy (Eh) = 0.0956
- multiplicity = 1

Geometry (Å):
Br (2.9494, -1.4503, 1.3360)
P (0.3898, 0.2137, 0.3610)
F (0.8765, -3.6155, 0.5431)
O (-1.0284, 1.1428, -4.3340)
O (4.2517, -3.4575, -2.5768)
O (-0.4878, 3.8632, 1.1804)
O (-3.5990, 4.3581, 3.4536)
O (-2.9399, 2.3561, 2.6799)
N (0.9303, 1.9722, 0.9444)
C (-1.8311, 1.3595, -5.2046)
C (-3.6855, 3.1633, 3.4778)
C (-1.3165, 0.3179, 1.2672)
C (0.2095, 2.9173, 1.0509)
C (-3.2185, 1.8712, -4.8872)
C (2.8060, -5.0703, -1.5954)
C (5.2157, -4.6913, -0.7901)
C (-4.6864, 2.4412, 4.3409)
C (-1.4787, 0.4134, 2.7879)
C (-1.5036, 1.1353, -6.6654)
C (-1.8144, 1.7821, 3.3632)
C (0.8022, 1.9199, -1.9475)
C (1.7663, 0.4569, 3.0500)
C (-0.2577, 1.0435, -1.2513)
C (4.1025, -4.3174, -1.7421)
C (-0.0918, -1.5359, -0.3543)
C (3.0991, 1.1895, 2.8972)
C (1.3072, -0.5474, 1.9623)
C (-0.2527, -2.7797, 0.5027)
H (-3.3193, 1.9877, -3.8108)
H (-5.3070, 3.1574, 4.8627)
H (2.3973, -4.9188, -0.5969)
H (-1.0435, -1.4507, -0.8812)
H (-0.5893, -2.5872, 1.5244)
H (3.2847, 1.5235, 1.8818)
H (-2.0575, 1.6160, 4.4182)
H (3.0349, 2.0988, 3.5032)
H (-3.9701, 1.1651, -5.2452)
H (0.9408, 1.6454, -2.9894)
H (-1.5994, 2.0709, -7.2192)
H (-4.1572, 1.7973, 5.0416)
H (0.7097, -1.2771, 2.4983)
H (1.7616, 1.8416, -1.4388)
H (5.4788, -5.7437, -0.9147)
H (-0.4834, 0.7700, -6.7534)
H (-1.1876, 1.5998, -1.1174)
H (3.9270, 0.6186, 3.3051)
H (-2.3662, -0.1736, 3.0630)
H (-5.2677, 1.7805, 3.7001)
H (0.6289, -1.7736, -1.1414)
H (-1.8242, -0.6009, 0.9717)
H (-2.1865, 0.4001, -7.0950)
H (4.8943, -4.5220, 0.2388)
H (-0.6978, 0.0025, 3.4216)
H (6.0889, -4.0768, -0.9969)
H (-1.9635, 1.0766, 0.8253)
H (0.9768, 1.1470, 3.3230)
H (0.4532, 2.9539, -1.9542)
H (-3.3831, 2.8363, -5.3699)
H (1.9049, -0.1594, 3.9521)
H (-0.9649, 2.4667, 3.3637)
H (2.0902, -4.7019, -2.3260)
H (-1.0361, -3.4185, 0.0743)
H (1.6675, 0.1207, -0.2857)
H (-0.4953, 0.2800, -1.9917)
H (2.9744, -6.1374, -1.7608)


Density functional theory data (ωB97M-V/def2-TZVPD) for a cluster of 3 separate species, C27H41ClO8 in total in a non-equilibrium geometry.

- total charge = 0
- LUMO energy (Eh) = -0.0599
- multiplicity = 1

Geometry (Å):
Cl (-7.6180, -3.6328, -0.9369)
O (4.7754, -1.0184, -2.7563)
O (-0.9537, 6.0082, -1.6688)
O (5.1551, -0.3608, -4.8819)
O (-4.6812, -3.7689, -0.9541)
O (3.7638, 0.8056, -3.5905)
O (-0.0179, 4.3010, -2.8041)
O (-0.5966, 4.0644, -0.6384)
O (-6.5176, -0.9660, 3.1817)
C (0.6533, 0.9918, 1.8678)
C (-3.0224, 0.2971, 2.2947)
C (4.4709, 0.5607, -5.7433)
C (-7.0237, -2.1983, 1.2465)
C (2.0465, 0.3565, 1.7640)
C (1.5276, -0.9652, -0.3999)
C (1.6201, -4.0720, 1.1351)
C (-5.0900, -3.0643, -0.0504)
C (-4.6178, -1.6492, 1.9332)
C (-1.6345, 0.4302, 2.9981)
C (2.2641, -1.9959, -1.2526)
C (3.2243, -2.9390, -0.5005)
C (-0.4591, -0.0657, 2.1216)
C (-6.0880, -1.5571, 2.1957)
C (-3.6771, -0.9673, 2.8779)
C (-6.5603, -2.8941, 0.1981)
C (-1.8113, 4.3517, 1.4485)
C (-0.9565, 5.0034, 0.3909)
C (3.9737, 1.6041, -4.7684)
C (-4.1891, -2.3589, 0.8761)
C (-0.4760, 4.7458, -1.8053)
C (4.5890, -0.2656, -3.6554)
C (2.4578, 0.0138, 0.3358)
C (2.8668, -3.2116, 0.9549)
C (2.7061, 2.3095, -5.1820)
C (-1.6482, 6.0771, -0.4169)
C (1.3686, -4.3272, 2.6341)
H (0.6808, 1.6865, 2.7064)
H (-2.9021, 0.2782, 1.2150)
H (-1.2463, 3.5961, 1.9949)
H (3.6894, -3.7951, 1.3788)
H (4.7575, 2.3324, -4.5420)
H (2.1494, -0.4784, 2.4531)
H (-0.0316, 5.3836, 0.8336)
H (0.8082, -1.4445, 0.2583)
H (-1.4596, 1.4344, 3.3759)
H (2.5495, 0.9502, -0.2102)
H (-1.5520, 7.0692, 0.0172)
H (1.7760, -5.0470, 0.6826)
H (1.8798, 1.6020, -5.2565)
H (2.8693, -1.4167, -1.9522)
H (2.8388, 2.8068, -6.1429)
H (-4.2194, -0.6786, 3.7718)
H (0.9258, -0.3753, -1.0947)
H (2.4224, 3.0566, -4.4414)
H (4.2242, -2.5156, -0.5630)
H (-3.1337, -2.4557, 0.6619)
H (-2.7048, 5.8594, -0.5910)
H (-3.5669, 1.2039, 2.5461)
H (0.3098, -4.3075, 2.8812)
H (3.4570, -0.4220, 0.3320)
H (1.7256, -5.3102, 2.9322)
H (1.8929, -3.6026, 3.2519)
H (0.0337, -0.9158, 2.5855)
H (-2.8972, -1.6745, 3.1403)
H (0.7603, -3.5802, 0.6871)
H (3.6573, 0.0303, -6.2437)
H (-1.6456, -0.2078, 3.8783)
H (5.1525, 0.9611, -6.4895)
H (-8.0810, -2.0671, 1.4065)
H (-2.1856, 5.0946, 2.1529)
H (-2.6563, 3.8316, 0.9941)
H (2.7567, 1.1066, 2.1195)
H (2.8046, -2.3146, 1.5621)
H (0.3902, 1.5347, 0.9610)
H (1.5591, -2.5616, -1.8600)
H (-0.8706, -0.3907, 1.1703)
H (3.2577, -3.8991, -1.0126)


Density functional theory data (ωB97M-V/def2-TZVPD) for a cluster of 2 separate species, C13H24BrN3O3 in total in a non-equilibrium geometry.

- total charge = 0
- LUMO energy (Eh) = -0.0350
- multiplicity = 1

Geometry (Å):
Br (8.1140, -0.7608, -0.6310)
O (1.1069, 0.3130, 1.8921)
O (-7.1660, -0.0788, -1.5047)
O (2.9047, 2.2803, -1.8005)
N (3.1440, 0.5600, -0.2727)
N (-0.8444, -1.4423, -0.3187)
N (0.0913, -0.2641, 1.1835)
C (1.6690, -1.4453, -0.4210)
C (-1.8644, -0.9125, 0.4317)
C (-5.8718, 0.3371, -1.0864)
C (-4.1437, 0.0691, 0.7661)
C (-5.6199, -0.0508, 0.3663)
C (-3.3312, -1.1112, 0.2165)
C (-1.2700, -0.1539, 1.4041)
C (4.9844, -1.0828, 0.1489)
C (2.8427, 2.9116, 0.4692)
C (0.3619, -1.0431, 0.1399)
C (2.9496, 1.9259, -0.6611)
C (4.6226, 0.2952, -0.3217)
C (2.4327, -0.3316, -1.1662)
H (6.0944, -1.0902, 0.2295)
H (-3.6739, -2.0299, 0.6839)
H (-3.6970, 0.9927, 0.4010)
H (-1.6861, 0.4214, 2.2052)
H (-7.7947, 0.3815, -0.9421)
H (1.7482, 0.2010, -1.8240)
H (2.8397, 2.4207, 1.4337)
H (3.1247, -0.8471, -1.8324)
H (1.4818, -2.2765, -1.0954)
H (-0.9906, -2.0439, -1.1124)
H (-3.5187, -1.1542, -0.8548)
H (-6.2177, 0.5898, 1.0086)
H (-4.0998, 0.0740, 1.8536)
H (-5.9056, -1.0944, 0.4829)
H (4.5673, -1.3329, 1.1285)
H (1.9867, 3.5613, 0.3214)
H (4.7228, -1.8621, -0.5666)
H (4.9723, 0.4438, -1.3447)
H (0.7585, 0.5071, 2.7740)
H (-5.1418, -0.1035, -1.7567)
H (3.7317, 3.5406, 0.4382)
H (5.1029, 1.0414, 0.3076)
H (-5.8117, 1.4244, -1.1792)
H (2.2938, -1.7799, 0.4061)


Electronic energy values (in eV) by entry order: -86035.5709, -91375.5819, -30947.4798, -120212.3477, -114078.5276, -57566.0693, -94522.0675.